88
Properties=species:S:1:pos:R:3:forces:R:3 method="wB97M-V/def2-TZVPD" total_charge=-2 multiplicity=1 largest_force_ev_per_a=5.400 total_energy_ha=-8615.83750
Y -0.6350 0.1355 -0.3247 0.130 0.737 0.418
O -4.9375 -4.4471 0.7718 -0.210 1.085 -1.287
C -4.9793 -3.1678 0.0458 0.663 -1.825 -0.670
C -3.6276 -2.4067 0.1317 -1.048 1.152 0.481
C -4.0159 -0.9312 -0.2189 2.176 -1.108 -1.406
O -2.9183 -0.0259 0.2482 -1.093 -0.489 -2.773
C -2.7113 -3.0116 -0.9020 0.728 -0.840 -0.130
Se -0.8497 -2.3474 -1.1932 -0.222 -1.129 -0.130
C -3.0590 -2.5600 1.5583 -0.422 -0.926 -1.105
Se -4.1039 -1.7071 2.9377 -0.436 0.147 0.462
H -5.0350 -4.1236 1.6661 0.038 -0.107 0.883
H -5.8362 -2.6302 0.4320 0.027 0.473 -0.020
H -5.1140 -3.4190 -1.0352 -0.315 0.078 0.796
H -4.9395 -0.6892 0.2500 -0.470 0.627 0.534
H -4.1202 -0.8894 -1.3578 0.375 0.532 1.544
H -3.0238 -0.0493 1.1745 -0.427 -0.075 2.702
H -3.0991 -2.9423 -1.9112 -0.466 0.055 -0.083
H -2.6359 -4.0883 -0.6610 0.196 0.435 -0.146
H -2.0818 -2.1405 1.6061 0.632 0.186 -0.462
H -2.9458 -3.6620 1.6684 0.055 0.732 0.301
S 5.3983 0.9103 -0.2195 0.276 0.531 -1.099
C 7.0425 1.3273 -0.5918 0.515 -0.541 0.901
C 7.1964 1.8915 -1.8061 -0.826 -0.227 -0.738
C 5.9464 1.9952 -2.5217 0.983 0.551 0.696
C 4.9026 1.5356 -1.7920 -2.731 -0.716 -0.511
C 3.4665 1.4874 -2.2664 1.466 -2.122 4.744
C 2.4803 0.9585 -1.3229 2.845 1.494 -1.603
N 1.2221 1.0499 -1.5473 -3.357 -0.607 -0.735
C 0.7276 1.5846 -2.7757 1.278 0.973 0.381
C 1.7097 2.0599 -3.7685 -0.875 -1.249 0.021
C 1.1653 2.5506 -5.0144 0.555 -0.830 1.133
C -0.1477 2.8407 -5.0681 0.765 -0.047 -0.732
C -1.0075 2.6757 -3.9747 -2.828 -0.124 -1.121
C -2.3612 3.0972 -4.1511 2.289 -0.610 -0.087
C -3.1616 2.9428 -3.0190 -1.354 -0.659 2.428
C -2.6917 2.2703 -1.8521 -1.755 0.706 -1.841
N -1.5346 1.6536 -1.7639 2.132 -0.077 -0.771
C -0.6132 1.8875 -2.8669 0.248 0.926 0.601
C -4.5454 3.3587 -3.0708 -1.002 1.575 -0.745
C -5.2386 3.7275 -4.2349 1.678 -1.641 -0.968
C -6.5518 4.1303 -4.0088 -1.111 0.122 -1.826
C -6.9302 4.2714 -2.7372 1.337 -0.389 1.315
S -5.5857 3.8371 -1.7256 0.608 -0.422 0.013
C 3.0673 1.8888 -3.5172 -1.354 1.529 -1.032
H 7.8165 1.0136 0.1082 -0.185 0.265 -0.233
H 8.1342 2.1198 -2.2763 0.367 0.200 0.148
H 5.8041 2.5431 -3.4395 0.130 -0.212 -0.203
H 2.6782 0.5290 -0.3428 0.818 0.146 -0.200
H 1.8022 2.5062 -5.8789 0.200 0.483 -0.308
H -0.5702 3.1563 -6.0051 -0.244 0.287 -0.233
H -2.6902 3.4699 -5.1291 0.124 0.053 0.717
H -3.3837 2.0948 -1.0268 0.088 0.197 -0.129
H -4.8566 3.5050 -5.2960 -0.543 0.428 1.912
H -7.2244 4.1848 -4.8563 -0.185 0.417 0.065
H -7.8236 4.5352 -2.2396 -0.862 0.185 -0.001
H 3.7443 2.4063 -4.1808 0.254 -0.293 -0.238
C 0.0775 0.4596 2.0170 -0.640 1.684 -0.552
H 0.2527 1.5707 1.9807 0.607 -0.568 -0.408
H -0.7625 0.5499 2.7142 -0.090 -1.020 0.246
Cl 3.4420 -4.7761 0.2404 0.283 -0.618 0.441
C 2.1750 -3.6411 -0.2020 0.350 -0.316 -1.079
Cl 2.9333 -2.3465 -1.1297 -0.233 0.286 -0.473
H 1.7670 -3.1685 0.6477 -0.505 0.096 1.040
H 1.4254 -4.1863 -0.7786 0.182 0.429 0.032
C 0.7211 -4.9141 3.6579 1.776 -0.099 0.017
C 2.0319 -4.4170 3.5277 -0.745 0.209 0.661
C 2.1736 -3.0609 3.2598 0.039 -0.684 -1.156
C 1.1075 -2.2182 2.9511 -0.680 -0.321 0.873
C -0.1891 -2.7505 3.1086 -0.007 0.863 -0.018
C -0.3472 -4.0842 3.4566 1.325 0.944 -0.357
Si 1.5465 -0.4553 2.5060 0.136 0.783 1.094
C 2.5158 0.4630 3.9581 -0.580 -0.829 -0.171
C 2.0222 0.9604 5.1570 -1.244 1.122 0.734
C 2.8392 1.7287 6.0255 -2.052 -1.259 0.540
C 4.1273 2.0088 5.6980 1.839 1.109 -0.093
C 4.6457 1.6299 4.4759 -2.297 -1.723 0.446
C 3.8345 0.7590 3.7236 2.278 1.006 -1.564
H 0.5800 -5.9492 3.9213 -0.149 -0.238 -0.025
H 2.9107 -5.0402 3.7004 -0.292 0.097 -0.143
H 3.1424 -2.6852 3.0151 0.869 0.203 0.317
H -1.1084 -2.1413 2.9877 1.020 -0.342 0.233
H -1.2827 -4.4959 3.5196 -2.397 -0.723 0.254
H 2.6452 -0.5285 1.4595 -0.409 -0.024 0.293
H 0.9198 0.9186 5.3951 1.305 -0.318 -0.183
H 2.4077 1.9967 7.0012 0.303 0.145 -0.503
H 4.8251 2.5763 6.3166 -0.577 0.047 0.327
H 5.6161 1.9156 4.1940 1.092 0.140 -0.496
H 4.2868 0.4279 2.7872 -0.158 -0.125 0.040

14
Properties=species:S:1:pos:R:3:forces:R:3 method="wB97M-V/def2-TZVPD" total_charge=+1 multiplicity=1 largest_force_ev_per_a=5.650 total_energy_ha=-1277.13422
C -2.0850 0.5196 -0.7662 3.449 -2.044 3.981
C 1.2036 0.1603 -1.0590 1.491 0.185 -1.863
C -0.0121 -1.4755 -0.1474 -1.475 1.090 2.789
C 0.0943 -0.7264 1.2111 -1.050 -0.355 -2.074
C 0.0785 0.7389 0.8694 -1.806 0.240 0.291
N -2.6021 1.0731 -1.6014 -1.916 1.918 -2.996
N 0.6383 -1.0024 -1.1185 1.784 0.802 -1.944
N 0.8524 1.1305 -0.1561 -0.238 -0.520 -0.607
Cl -0.9570 -2.7773 -0.3507 -0.575 -1.021 0.151
Cl -0.4427 1.8420 2.0383 0.402 -0.487 -0.820
H 1.9985 0.3122 -1.8618 -1.149 0.577 1.341
H -0.7798 -1.0344 1.7822 0.559 0.233 0.639
H 1.0962 -0.8729 1.5813 0.337 -0.618 0.928
H 0.9171 2.1123 -0.4211 0.186 0.000 0.184

154
Properties=species:S:1:pos:R:3:forces:R:3 method="wB97M-V/def2-TZVPD" total_charge=+1 multiplicity=1 largest_force_ev_per_a=8.260 total_energy_ha=-5967.69474
C -4.2216 -3.3181 -3.7446 -0.548 0.210 0.188
N -3.7123 -2.7160 -5.0522 1.049 0.842 1.717
C -2.6263 -3.5648 -5.6773 0.749 -0.434 -0.565
B -3.2643 -1.2676 -4.8403 -0.925 -0.098 -2.702
O -3.6226 -0.2595 -5.9000 2.189 -0.733 3.844
C -2.4548 -0.7548 -3.4946 -2.031 -0.513 2.084
C -3.4347 0.3151 -2.7315 1.287 0.969 0.740
C -3.7954 -0.2896 -1.2187 -0.758 -0.326 -0.955
C -4.8467 0.6575 -0.3807 0.544 -0.273 0.573
C -4.1461 1.7077 0.6652 -0.844 -0.110 0.604
F -2.8518 1.2011 1.2326 -2.748 1.040 -1.722
C -2.4871 1.6779 -2.7787 -1.522 0.256 0.466
C -0.9295 1.3217 -3.1460 -1.826 2.620 2.513
C 0.0357 1.5481 -1.8408 3.262 0.438 4.044
C 1.3906 0.7122 -1.5019 -1.747 2.658 1.520
C 2.2359 1.0674 -0.1878 -0.553 0.017 -0.360
N 2.0155 2.0537 0.9059 -4.674 -1.170 -6.709
C 0.7727 2.7924 0.5494 -0.197 -0.271 -0.649
C -0.2254 2.6791 -0.6992 2.248 -2.583 -0.445
N -1.0779 -0.1321 -3.6403 1.470 -0.130 0.800
Br -0.2478 -0.0971 -5.3277 0.104 -0.666 -0.955
H -5.0753 -2.5767 -3.3653 1.660 -1.919 -0.645
H -3.3953 -3.3968 -2.9159 -1.329 0.111 -1.402
H -4.6350 -4.4126 -3.9074 0.691 2.396 0.200
H -2.0086 -4.1648 -4.8589 -1.223 1.197 -1.647
H -3.0547 -4.3466 -6.4710 0.829 1.768 1.837
H -1.8943 -2.8409 -6.2348 -1.219 -1.518 0.822
H -3.2248 0.6308 -5.6000 -0.998 -1.856 -0.911
H -2.2617 -1.5561 -2.6338 -0.525 1.271 -2.298
H -4.4258 0.6800 -3.2351 1.811 -1.389 0.591
H -4.3801 -1.3066 -1.4392 1.295 2.151 0.450
H -2.8299 -0.5968 -0.6173 -1.891 0.976 -1.107
H -5.5285 1.3033 -1.1041 1.382 -1.470 1.471
H -5.5205 -0.0697 0.2597 1.306 1.571 -1.421
H -4.8794 1.7985 1.5942 1.734 -0.075 -1.966
H -4.0285 2.7796 0.1801 0.342 -2.280 1.103
H -2.8944 2.3973 -3.6069 0.715 -1.340 1.501
H -2.7581 2.1766 -1.7542 1.346 -0.617 -1.938
H -0.6878 2.0529 -4.0363 0.045 -1.837 1.832
H 1.7458 -0.1491 -2.2225 -0.514 1.936 1.723
H 3.2356 0.4265 -0.0431 -2.518 1.495 -0.394
H 0.4780 3.6267 1.3546 0.687 -1.950 -2.000
H -1.1577 3.3942 -0.7870 2.249 -1.444 0.384
H -0.4608 -0.8022 -3.1120 -0.429 1.235 -0.347
N 3.4782 -3.3105 -1.6370 0.003 0.120 0.914
C 2.5555 -2.7619 -0.8165 0.784 -0.455 -0.510
C 2.6877 -2.7028 0.5616 0.129 -0.072 -0.039
C 3.8336 -3.2421 1.1366 0.031 -0.080 0.134
C 4.8011 -3.8157 0.3181 -0.265 0.147 0.114
C 4.5808 -3.8244 -1.0499 -0.645 0.301 -0.524
H 1.6779 -2.3577 -1.3125 -0.031 -0.023 0.071
H 1.9158 -2.2478 1.1717 0.056 -0.022 -0.037
H 3.9718 -3.2154 2.2135 0.062 0.089 -0.108
H 5.7049 -4.2450 0.7353 -0.089 0.046 -0.045
H 5.3081 -4.2574 -1.7310 -0.051 0.026 0.083
N 5.1791 -2.1716 4.3600 0.317 -0.097 0.827
C 4.6049 -2.8235 5.3948 0.363 0.523 -0.674
C 5.1360 -2.8574 6.6743 0.178 0.197 -0.100
C 6.3311 -2.1857 6.9088 0.057 -0.155 0.081
C 6.9475 -1.5067 5.8628 -0.223 -0.161 0.119
C 6.3376 -1.5272 4.6187 -0.696 -0.348 -0.258
H 3.6758 -3.3350 5.1607 0.001 0.014 0.052
H 4.6303 -3.3949 7.4684 0.050 0.015 -0.078
H 6.7784 -2.1909 7.8985 -0.095 0.096 -0.207
H 7.8797 -0.9741 6.0129 -0.096 -0.041 -0.009
H 6.7778 -1.0092 3.7712 -0.002 -0.033 0.078
N -2.3090 5.9202 -1.4333 -0.753 -0.147 -0.640
C -3.5967 6.1409 -1.0891 0.866 -0.144 -0.066
C -4.6393 6.1955 -2.0002 0.032 -0.058 -0.238
C -4.3457 6.0170 -3.3480 -0.010 -0.039 0.025
C -3.0286 5.7898 -3.7338 -0.354 -0.020 -0.002
C -2.0550 5.7489 -2.7488 0.034 0.055 0.866
H -3.7744 6.2773 -0.0264 -0.017 0.017 -0.069
H -5.6555 6.3733 -1.6671 0.101 0.014 -0.006
H -5.1365 6.0545 -4.0915 0.078 0.026 0.073
H -2.7670 5.6474 -4.7762 0.104 0.059 0.109
H -1.0129 5.5709 -2.9991 -0.071 0.032 -0.080
N 6.0223 -6.8962 6.5399 -0.900 -0.511 -0.006
C 4.9074 -6.3793 5.9785 0.831 -0.271 0.318
C 3.6878 -7.0361 5.9411 0.036 -0.261 0.134
C 3.6046 -8.3025 6.5101 -0.009 -0.021 0.015
C 4.7362 -8.8624 7.0943 -0.243 0.134 -0.131
C 5.9102 -8.1266 7.0859 0.209 0.859 -0.334
H 5.0240 -5.3903 5.5449 -0.015 -0.145 0.031
H 2.8240 -6.5717 5.4791 0.077 -0.026 0.026
H 2.6658 -8.8486 6.4988 0.109 0.057 0.004
H 4.7042 -9.8475 7.5457 0.023 0.097 -0.037
H 6.8196 -8.5187 7.5325 -0.093 -0.003 -0.032
N -0.7461 4.7635 -6.0937 0.169 -0.644 -0.719
C 0.1440 5.2420 -6.9903 -0.554 -0.120 0.668
C 0.5231 4.5632 -8.1373 -0.155 -0.311 -0.025
C -0.0407 3.3151 -8.3801 0.050 0.024 -0.046
C -0.9591 2.7947 -7.4742 0.165 0.104 -0.031
C -1.2780 3.5502 -6.3573 0.591 0.831 0.048
H 0.5584 6.2180 -6.7548 -0.030 -0.089 -0.053
H 1.2409 4.9968 -8.8244 -0.090 -0.027 0.089
H 0.2330 2.7527 -9.2681 -0.059 0.087 0.101
H -1.4159 1.8247 -7.6344 -0.042 0.080 -0.046
H -1.9922 3.1890 -5.6226 -0.123 -0.001 0.007
N -1.0184 2.1405 6.1452 -0.777 0.042 -0.680
C -2.3061 2.3612 6.4893 0.925 -0.141 -0.109
C -3.3487 2.4158 5.5782 0.039 -0.013 -0.274
C -3.0551 2.2373 4.2305 0.076 -0.004 0.028
C -1.7380 2.0101 3.8446 -0.166 0.028 0.063
C -0.7644 1.9691 4.8297 -0.059 0.025 0.953
H -2.4838 2.4976 7.5521 -0.034 -0.010 -0.082
H -4.3649 2.5936 5.9113 0.101 -0.007 0.003
H -3.8459 2.2747 3.4869 0.121 0.003 0.119
H -1.4763 1.8677 2.8023 -0.005 0.024 0.209
H 0.2777 1.7912 4.5794 -0.076 0.038 -0.030
N 7.3723 -0.9095 9.7124 0.182 0.058 1.151
C 6.4497 -0.3609 10.5328 0.536 -0.327 -0.625
C 6.5818 -0.3018 11.9110 0.231 -0.112 0.061
C 7.7277 -0.8411 12.4860 0.013 -0.006 -0.003
C 8.6952 -1.4147 11.6675 -0.202 0.126 0.135
C 8.4750 -1.4234 10.2995 -0.664 0.315 -0.460
H 5.5720 0.0433 10.0369 0.041 -0.015 0.062
H 5.8099 0.1532 12.5211 0.062 -0.042 -0.080
H 7.8659 -0.8144 13.5629 -0.016 -0.005 -0.131
H 9.5990 -1.8440 12.0847 -0.082 0.039 -0.065
H 9.2022 -1.8564 9.6184 -0.024 0.007 0.087
N 0.6792 5.8401 3.5224 0.398 -0.093 0.838
C 0.1050 5.1882 4.5572 0.308 0.464 -0.721
C 0.6360 5.1543 5.8366 0.214 0.163 0.091
C 1.8311 5.8260 6.0712 -0.013 0.005 -0.027
C 2.4475 6.5050 5.0251 -0.154 -0.139 0.168
C 1.8377 6.4846 3.7811 -0.715 -0.373 -0.294
H -0.8241 4.6768 4.3231 0.056 0.047 0.085
H 0.1304 4.6169 6.6308 0.053 -0.005 -0.129
H 2.2785 5.8208 7.0609 -0.057 -0.001 -0.116
H 3.3797 7.0376 5.1753 -0.091 -0.041 -0.042
H 2.2778 7.0026 2.9336 0.001 -0.033 0.092
N -3.7115 4.7534 -9.7323 -0.827 -0.445 0.421
C -3.9347 4.6544 -8.4035 0.237 0.132 -0.909
C -5.0781 4.0972 -7.8536 -0.117 -0.091 -0.233
C -6.0559 3.6147 -8.7171 -0.038 -0.036 -0.027
C -5.8558 3.7043 -10.0908 -0.045 -0.025 0.322
C -4.6779 4.2748 -10.5456 0.751 0.363 0.430
H -3.1440 5.0478 -7.7713 -0.067 0.003 -0.019
H -5.2033 4.0413 -6.7782 0.006 0.032 -0.052
H -6.9662 3.1724 -8.3229 0.098 0.054 -0.056
H -6.5988 3.3380 -10.7900 0.086 0.046 0.057
H -4.4735 4.3641 -11.6089 -0.057 -0.015 0.087
N -1.7939 -7.3316 -4.6919 -0.882 -0.336 -0.275
C -2.6762 -7.8394 -3.8035 0.661 0.382 -0.515
C -3.8646 -8.4544 -4.1634 -0.049 0.010 -0.261
C -4.1715 -8.5526 -5.5164 -0.026 0.001 -0.014
C -3.2837 -8.0374 -6.4553 -0.162 -0.083 0.196
C -2.1183 -7.4433 -5.9983 0.308 0.126 0.839
H -2.3933 -7.7354 -2.7600 -0.042 -0.046 -0.058
H -4.5348 -8.8469 -3.4071 0.080 0.032 -0.058
H -5.0946 -9.0269 -5.8367 0.116 0.051 0.038
H -3.4941 -8.0977 -7.5171 0.043 0.001 0.095
H -1.3919 -7.0295 -6.6921 -0.066 -0.052 0.014

18
Properties=species:S:1:pos:R:3:forces:R:3 method="wB97M-V/def2-TZVPD" multiplicity=1 largest_force_ev_per_a=1.972 total_energy_ha=-364.22178
C -0.3736 2.0062 -0.2130 -0.178 -0.369 -0.591
C -0.7503 0.5915 -0.6733 1.805 0.649 0.457
O -1.9025 0.1345 0.0075 -0.260 -0.059 -0.527
C 0.3797 -0.3957 -0.4043 0.552 -0.899 -0.762
N -0.0325 -1.6784 -1.0065 -0.398 0.028 0.940
C 0.8321 -0.4799 1.0389 -0.304 -0.454 0.182
O 1.7930 -1.5283 1.1482 0.205 0.033 0.173
H -1.0571 2.7330 -0.6415 -0.207 0.153 0.048
H 0.6214 2.2557 -0.5911 0.018 0.033 0.252
H -0.4312 2.0619 0.8675 0.166 0.142 0.173
H -0.7433 0.5587 -1.7621 -1.074 0.053 -0.177
H -2.6759 0.4703 -0.4568 -0.017 -0.080 0.105
H 1.2683 -0.1654 -1.0049 -0.137 0.741 0.118
H 0.7629 -2.2995 -1.0693 0.144 0.027 0.093
H -0.6447 -2.0988 -0.3101 -0.224 -0.282 -0.369
H 1.2437 0.4783 1.3656 0.087 -0.028 0.033
H -0.0153 -0.7366 1.6730 -0.285 0.200 0.084
H 1.7256 -1.9076 2.0323 0.109 0.113 -0.232